{
  "formula": "C25H19N3O5S",
  "method": "the ωB97M-V functional and the def2-TZVPD basis",
  "total_energy_ha": -1902.738649,
  "smiles": "Cc1ccc(S(=O)(=O)N(C(=O)c2ccncc2)c2ccc(OC(=O)c3ccncc3)cc2)cc1",
  "e_homo_ev": -9.21,
  "total_charge": 0,
  "symbols": ["C", "C", "C", "C", "C", "C", "C", "H", "H", "S", "O", "O", "N", "C", "O", "C", "C", "C", "N", "C", "C", "H", "H", "H", "H", "C", "C", "C", "C", "C", "C", "H", "H", "O", "C", "O", "C", "C", "C", "N", "C", "C", "H", "H", "H", "H", "H", "H", "H", "H", "H", "H", "H"],
  "xyz": [[-2.1775, -3.3634, -1.1530], [-0.8563, -2.8182, -0.7204], [0.0724, -2.3490, -1.6436], [1.2640, -1.7850, -1.2224], [1.5214, -1.6936, 0.1309], [0.6324, -2.1868, 1.0677], [-0.5529, -2.7498, 0.6374], [-1.2669, -3.1195, 1.3566], [0.8813, -2.1129, 2.1141], [2.9887, -0.8325, 0.6630], [4.1238, -1.2603, -0.0912], [3.0718, -0.8329, 2.0906], [2.6108, 0.7737, 0.1275], [3.5326, 1.5933, -0.4918], [3.2212, 2.5039, -1.2244], [4.9416, 1.2970, -0.1268], [5.9195, 1.2760, -1.1155], [7.2303, 1.0391, -0.7343], [7.6009, 0.8568, 0.5206], [6.6716, 0.9018, 1.4587], [5.3276, 1.1201, 1.1981], [4.6046, 1.1463, 1.9972], [7.0226, 0.7540, 2.4714], [8.0256, 0.9974, -1.4670], [5.6513, 1.4281, -2.1491], [1.2251, 1.0449, 0.0925], [0.5757, 1.4382, -1.0722], [-0.7976, 1.5920, -1.0733], [-1.5206, 1.3388, 0.0818], [-0.8766, 0.9767, 1.2558], [0.4975, 0.8422, 1.2610], [1.0195, 0.5611, 2.1618], [-1.4492, 0.7990, 2.1527], [-2.9044, 1.4872, 0.0433], [-3.6702, 0.4212, 0.3221], [-3.2415, -0.6833, 0.5476], [-5.1178, 0.7609, 0.2960], [-5.5783, 2.0563, 0.0760], [-6.9491, 2.2664, 0.0748], [-7.8343, 1.3052, 0.2708], [-7.3946, 0.0768, 0.4807], [-6.0491, -0.2540, 0.5046], [-5.7125, -1.2635, 0.6802], [-8.1584, -0.6732, 0.6366], [-7.3610, 3.2531, -0.0906], [-4.8869, 2.8670, -0.0865], [-1.3168, 1.8891, -1.9709], [1.1420, 1.6244, -1.9692], [1.9921, -1.4110, -1.9250], [-0.1433, -2.4132, -2.6997], [-2.9644, -2.7229, -0.7569], [-2.2583, -3.3989, -2.2358], [-2.3298, -4.3637, -0.7525]],
  "forces_ev_per_angstrom": [[-0.06, 0.02, 0.01], [0.11, 0.03, 0.05], [0.09, 0.01, 0.08], [0.08, -0.09, -0.08], [0.52, 0.14, 0.17], [0.05, -0.12, 0.12], [0.17, 0.02, -0.08], [-0.08, -0.04, 0.11], [-0.06, 0.02, 0.16], [0.02, -0.25, -0.34], [-0.18, -0.19, -0.24], [-0.38, -0.03, 0.11], [-0.32, -0.94, 0.24], [0.55, 0.16, -0.20], [-0.01, -0.12, 0.11], [0.76, 0.34, -0.01], [-0.16, 0.02, 0.22], [-0.18, 0.07, -0.37], [0.47, -0.11, 0.18], [-0.24, 0.05, 0.23], [0.06, 0.16, -0.29], [-0.01, 0.00, 0.11], [-0.07, 0.01, 0.11], [-0.01, 0.01, -0.13], [0.00, 0.03, -0.10], [-0.81, 0.55, 0.16], [0.16, -0.02, 0.13], [-0.34, -0.03, 0.21], [0.54, -0.23, 0.03], [-0.25, 0.14, -0.14], [-0.05, 0.38, -0.20], [0.00, -0.01, 0.12], [-0.05, -0.03, 0.07], [0.11, 0.39, -0.02], [0.03, -0.66, 0.04], [-0.10, 0.34, -0.03], [-0.43, 0.11, 0.01], [0.06, -0.26, 0.04], [0.23, 0.22, -0.04], [-0.50, 0.13, -0.01], [0.19, -0.30, 0.04], [0.22, 0.21, -0.04], [0.00, -0.08, 0.02], [0.02, -0.13, 0.02], [0.07, 0.11, -0.02], [0.02, 0.08, -0.02], [-0.06, 0.02, -0.10], [0.03, -0.02, -0.06], [0.04, 0.06, -0.18], [-0.03, -0.01, -0.10], [-0.10, -0.01, -0.03], [-0.04, -0.04, -0.08], [-0.04, -0.10, -0.01]]
}

=====

{
  "formula": "C3H6BrF",
  "method": "the ωB97M-V functional and the def2-TZVPD basis",
  "de_lowest_kcal_mol": 15.2,
  "total_energy_ha": -2791.757776,
  "smiles": "C[C@H](F)CBr",
  "e_homo_ev": -10.20,
  "total_charge": 0,
  "symbols": ["F", "Br", "C", "C", "C", "H", "H", "H", "H", "H", "H"],
  "xyz": [[0.6116, 1.5131, -0.7212], [2.1689, -0.7470, 0.8528], [-0.5314, -0.4936, -1.0700], [0.4528, 0.0364, 1.2048], [-0.1043, 0.5472, -0.1461], [-1.5071, -0.1287, -1.5264], [0.1337, -0.6090, -1.8638], [-0.5517, -1.3469, -0.4574], [-0.2373, -0.6430, 1.7038], [0.6627, 0.9698, 1.8377], [-1.0978, 0.9016, 0.1859]],
  "forces_ev_per_angstrom": [[0.98, 1.17, -0.30], [0.46, -0.56, 0.25], [-1.71, 0.85, -1.31], [0.81, 2.67, -0.40], [-2.33, -0.30, 3.06], [0.99, -1.17, 0.54], [1.33, -0.51, -1.26], [-0.78, -1.67, 0.06], [0.23, 0.01, -0.15], [-0.40, -1.55, -0.67], [0.43, 1.07, 0.18]]
}

=====

{
  "formula": "C2H3NO2",
  "method": "the ωB97M-V functional and the def2-TZVPD basis",
  "de_lowest_kcal_mol": 68.3,
  "total_energy_ha": -283.149126,
  "smiles": "C=NOC=O",
  "e_homo_ev": -10.67,
  "total_charge": 0,
  "symbols": ["C", "C", "H", "H", "H", "N", "O", "O"],
  "xyz": [[1.6442, -0.2678, 0.0852], [-1.6699, 0.2316, -0.0736], [2.3996, -1.0885, 0.0832], [1.9337, 0.7989, 0.4770], [-2.2548, 1.2463, 0.2415], [0.4511, -0.6153, -0.4543], [-0.3885, 0.5777, -0.3445], [-2.1153, -0.8830, -0.0145]],
  "forces_ev_per_angstrom": [[-2.82, -0.25, -1.50], [-1.35, 0.83, 1.16], [-0.73, 0.82, -0.06], [-0.89, -2.19, -0.75], [1.21, -2.19, -1.01], [4.13, 2.35, 2.35], [0.14, -0.75, -0.02], [0.31, 1.39, -0.18]]
}

=====

{
  "formula": "C2H7NS",
  "method": "the ωB97M-V functional and the def2-TZVPD basis",
  "de_lowest_kcal_mol": 7.7,
  "total_energy_ha": -533.318209,
  "smiles": "NCCS",
  "e_homo_ev": -8.62,
  "total_charge": 0,
  "symbols": ["C", "C", "H", "H", "H", "H", "H", "H", "H", "N", "S"],
  "xyz": [[-0.6946, -0.1143, 0.1847], [0.6773, -0.1092, 0.9794], [-1.3063, 0.0791, -1.7453], [-0.4186, 1.3232, -1.2529], [-1.3613, 0.6503, 0.6642], [-1.2219, -1.0703, 0.3221], [0.8265, 0.9076, 1.3187], [0.6050, -0.7311, 1.8443], [1.4258, -0.3410, -1.1110], [-0.5005, 0.2932, -1.2414], [1.9686, -0.8875, 0.0372]],
  "forces_ev_per_angstrom": [[0.04, 1.06, 0.68], [-1.72, -0.09, -0.70], [-1.49, -0.50, -1.09], [-0.01, -0.79, -0.09], [0.51, -0.64, -0.04], [0.44, 0.15, -0.62], [0.64, 0.25, -0.12], [-0.46, -0.23, 0.78], [0.65, -0.57, 0.40], [1.25, 0.80, 1.91], [0.14, 0.57, -1.10]]
}

=====

{
  "formula": "C24H69N3O9",
  "method": "the ωB97M-V functional and the def2-TZVPD basis",
  "de_lowest_kcal_mol": 136.5,
  "total_energy_ha": -1796.940178,
  "smiles": "COC[C@H](C)N.COC[C@H](C)N.COC[C@H](C)N.CCO.CCO.CCO.CCO.CCO.CCO",
  "e_homo_ev": -8.66,
  "total_charge": 0,
  "symbols": ["C", "C", "O", "H", "H", "H", "H", "H", "H", "C", "C", "O", "H", "H", "H", "H", "H", "H", "C", "C", "O", "H", "H", "H", "H", "H", "H", "C", "C", "O", "H", "H", "H", "H", "H", "H", "C", "C", "O", "H", "H", "H", "H", "H", "H", "C", "C", "O", "H", "H", "H", "H", "H", "H", "C", "C", "C", "O", "C", "N", "H", "H", "H", "H", "H", "H", "H", "H", "H", "H", "H", "C", "C", "C", "O", "C", "N", "H", "H", "H", "H", "H", "H", "H", "H", "H", "H", "H", "C", "C", "C", "O", "C", "N", "H", "H", "H", "H", "H", "H", "H", "H", "H", "H", "H"],
  "xyz": [[-3.7851, 5.8203, 0.8064], [-4.2758, 4.6607, -0.1095], [-3.1684, 4.6482, -0.9762], [-4.3030, 5.6748, 1.7544], [-4.1424, 6.7909, 0.4624], [-2.7392, 5.9191, 1.0972], [-5.1515, 4.8460, -0.7316], [-4.4441, 3.6797, 0.3348], [-2.6501, 3.8646, -0.7786], [1.5584, -6.4561, 5.6612], [1.3879, -6.8292, 4.1972], [0.1775, -7.4626, 4.0126], [0.5892, -6.1292, 6.0378], [2.2943, -5.6663, 5.8119], [1.8946, -7.3278, 6.2227], [2.2954, -7.3152, 3.8390], [1.2724, -5.8815, 3.6713], [0.1799, -8.2938, 4.4928], [-1.5966, -6.1976, -2.4887], [-2.0923, -6.8777, -1.1703], [-1.0804, -7.6196, -0.6435], [-1.1954, -6.8674, -3.2494], [-0.9431, -5.4007, -2.1339], [-2.4696, -5.7227, -2.9364], [-2.8817, -7.5559, -1.4946], [-2.5364, -6.2141, -0.4284], [-1.3220, -7.7871, 0.2704], [5.0999, -3.0848, -2.6695], [5.4731, -4.2813, -3.5883], [4.4106, -5.1083, -3.8978], [5.8516, -2.3333, -2.9107], [5.0949, -3.4477, -1.6417], [4.1020, -2.6806, -2.8396], [6.2024, -5.0134, -3.2415], [5.7408, -3.7493, -4.5012], [4.3248, -5.6890, -3.1381], [-0.4648, -1.4402, 0.7229], [-0.5268, -0.4287, -0.4062], [-1.7993, -0.0291, -0.5249], [0.5600, -1.4084, 1.0930], [-0.8744, -2.4475, 0.6484], [-0.9962, -1.0214, 1.5775], [-0.0898, -0.9415, -1.2631], [0.1233, 0.4402, -0.3043], [-2.3524, -0.7092, -0.9162], [-7.5519, -2.2661, -3.8565], [-6.2767, -1.5227, -3.4708], [-5.9924, -1.6535, -2.1176], [-8.4410, -1.9348, -3.3200], [-7.5068, -3.3360, -3.6530], [-7.7940, -2.2453, -4.9191], [-6.3242, -0.4395, -3.5819], [-5.4288, -1.9547, -4.0023], [-6.6835, -1.1942, -1.6348], [5.7321, 6.3345, 1.7356], [4.7785, 5.3074, 2.3386], [4.2045, 4.1209, 1.4746], [5.3288, 3.4606, 0.9482], [4.9068, 2.1698, 0.4757], [5.4072, 4.8693, 3.5688], [5.8812, 7.2530, 2.3032], [5.3609, 6.6101, 0.7485], [6.7375, 5.9550, 1.5533], [3.9696, 5.9160, 2.7428], [3.6059, 4.3642, 0.5968], [3.6248, 3.5211, 2.1763], [3.9529, 1.7544, 0.8007], [5.6443, 1.4808, 0.8874], [5.0109, 2.0919, -0.6066], [4.7586, 4.3175, 4.1119], [6.1447, 4.2447, 3.2753], [-1.1217, 1.0089, 6.7195], [-0.5229, 2.3988, 6.9955], [0.4158, 2.9608, 5.9287], [1.5094, 3.7972, 6.3633], [1.2082, 5.0936, 6.7825], [-1.6355, 3.2399, 7.1971], [-1.6304, 0.9865, 5.7558], [-1.7438, 0.6113, 7.5214], [-0.3063, 0.2998, 6.5764], [-0.0063, 2.2725, 7.9470], [-0.1714, 3.2982, 5.0747], [0.9796, 2.1056, 5.5560], [0.6069, 5.6610, 6.0722], [2.1617, 5.6171, 6.8535], [0.6716, 5.1362, 7.7303], [-2.2547, 3.2695, 6.3998], [-1.3435, 4.1903, 7.3747], [-1.7762, 2.7990, -7.5001], [-2.0214, 1.2392, -7.1858], [-0.7264, 0.3702, -7.0139], [-0.9146, -1.0295, -6.9987], [0.1058, -1.7846, -6.3076], [-2.7918, 1.0071, -5.9195], [-1.3199, 3.0599, -8.4551], [-1.1487, 3.2990, -6.7623], [-2.7940, 3.1336, -7.7009], [-2.6710, 0.8629, -7.9761], [-0.1334, 0.6457, -6.1418], [-0.1445, 0.5689, -7.9139], [0.1339, -2.7699, -6.7729], [-0.2152, -1.8480, -5.2679], [1.0946, -1.3334, -6.3906], [-2.8391, 0.0389, -5.6358], [-2.4569, 1.6434, -5.2102]],
  "forces_ev_per_angstrom": [[-2.81, -0.21, 1.73], [1.77, 1.41, 0.12], [0.82, -1.49, -1.93], [-0.16, 0.33, 0.47], [0.18, -0.07, -0.32], [0.08, -0.68, -0.76], [-0.19, 0.54, 0.38], [0.18, 0.14, 0.53], [0.14, -0.01, -0.22], [0.21, -0.26, 0.14], [0.62, 2.11, 0.82], [-0.85, -1.23, -0.63], [0.10, 0.07, 0.12], [0.02, 0.01, -0.05], [-0.08, -0.03, 0.25], [-0.19, -0.46, -0.33], [0.23, -0.06, -0.38], [-0.07, -0.15, 0.05], [-1.11, 0.65, 1.70], [-1.28, 0.06, -2.73], [1.68, -0.85, 1.32], [0.33, -0.08, 0.52], [0.50, -0.08, -0.70], [-0.04, 0.16, -0.08], [-0.54, -0.13, 0.10], [0.13, 0.57, -0.25], [0.36, -0.29, 0.14], [0.55, -1.34, 0.18], [-0.34, 1.42, -0.28], [-1.68, -0.81, -0.24], [-0.07, 0.25, 0.75], [0.33, 0.53, 0.28], [0.06, -0.19, -0.52], [1.06, 1.10, 0.31], [0.52, -0.73, -0.35], [-0.44, -0.23, -0.13], [1.11, 1.17, 1.89], [1.93, -2.27, 0.22], [-2.95, 1.70, -1.19], [0.28, -0.87, -0.04], [0.28, 0.05, -0.86], [-0.28, 0.22, 0.04], [-0.28, 0.03, -0.76], [-0.11, 0.05, 0.68], [-0.02, -0.06, 0.00], [-0.39, -0.36, -0.31], [-0.52, 0.05, -0.45], [0.41, -0.73, 1.67], [0.06, 0.38, 0.08], [0.49, -0.04, 0.31], [0.17, 0.47, -0.12], [-0.19, 0.02, -1.21], [0.01, 0.27, -0.14], [0.01, -0.04, 0.18], [0.11, -0.31, -1.57], [-0.77, 1.11, 0.71], [1.33, 2.00, 0.33], [-1.00, -1.57, 0.16], [1.93, -0.58, 0.00], [0.38, -0.78, -0.06], [-0.47, -0.26, 0.35], [-0.02, 0.23, -0.14], [0.00, -0.40, 0.10], [-0.72, -0.10, -0.56], [-0.56, 0.66, 0.28], [-0.04, -0.34, -0.03], [-0.31, 0.78, 0.11], [0.09, -0.26, -0.08], [-0.30, 0.24, -0.11], [-0.09, -0.16, 0.21], [0.41, -0.27, 0.33], [1.40, -0.34, -0.97], [-0.14, -0.78, 0.25], [1.59, -1.84, 0.15], [-1.10, -0.57, -0.44], [-0.04, 0.59, -0.07], [-1.47, 1.64, 1.00], [-0.47, 0.12, 0.06], [-0.09, 0.49, -0.08], [0.14, -0.17, 0.12], [0.39, 0.35, 0.04], [0.03, 0.81, 0.02], [0.06, -0.15, -0.26], [-0.19, -0.10, -0.39], [-0.05, -0.01, 0.29], [0.13, -0.10, 0.32], [-0.02, -0.11, -0.16], [-0.15, 0.17, 0.08], [-0.51, -2.01, -0.13], [0.74, -0.76, 1.60], [0.42, 0.75, -1.79], [-0.40, -0.48, 0.24], [-1.07, 0.61, -0.47], [-0.46, 1.69, -1.08], [0.45, -0.90, -0.18], [-0.69, 0.14, 0.37], [0.01, 0.72, 1.00], [0.41, -0.23, -0.26], [-0.23, 0.50, 0.20], [0.62, 0.24, -0.11], [-0.05, 0.04, 0.15], [0.37, -0.20, 0.19], [0.01, 0.15, -0.01], [0.39, 0.13, -0.03], [-0.03, -0.40, 0.34]]
}

=====

{
  "formula": "C2H4BrI",
  "method": "the ωB97M-V functional and the def2-TZVPD basis",
  "de_lowest_kcal_mol": 15.9,
  "total_energy_ha": -2950.286467,
  "e_homo_ev": -9.55,
  "total_charge": 0,
  "symbols": ["C", "C", "Br", "I", "H", "H", "H", "H"],
  "xyz": [[0.0942, -0.3120, -0.1259], [0.6927, 0.9071, 0.3069], [1.0973, 2.3279, -1.1146], [2.3917, 0.7627, 1.6153], [0.5664, -0.9509, -0.8620], [-0.0045, -1.0149, 0.7926], [-0.8787, -0.0131, -0.3965], [-0.0586, 1.4709, 0.9536]],
  "forces_ev_per_angstrom": [[-0.28, -3.36, 1.27], [0.57, 4.06, 1.75], [-0.33, -1.21, 0.66], [-0.03, -0.16, -0.27], [0.29, 0.42, -0.38], [0.01, 1.24, -1.27], [-1.42, -0.26, -0.82], [1.19, -0.72, -0.94]]
}

=====

Number 1: LUMO -0.35 eV, HOMO-LUMO gap 8.87 eV. Number 2: LUMO 0.90 eV, HOMO-LUMO gap 11.10 eV. Number 3: LUMO 0.38 eV, HOMO-LUMO gap 11.04 eV. Number 4: LUMO 0.99 eV, HOMO-LUMO gap 9.61 eV. Number 5: LUMO 0.09 eV, HOMO-LUMO gap 8.75 eV. Number 6: LUMO 0.12 eV, HOMO-LUMO gap 9.67 eV.